[1]
A 5-piece molecular cluster, C24H61N4O9 overall in a non-equilibrium geometry, computed with ωB97M-V/def2-TZVPD.

Max |F| (eV Å⁻¹): 10.553
Energy above the lowest of the compared OMol25 structures with the same formula, charge and spin (eV): 9.565
Frontier orbital gap (eV): 7.6221
Lowest unoccupied orbital energy (Eh): 0.09045
Net charge: -1

Each line ends with the Löwdin charge.
CARTESIAN COORDINATES (ANGSTROEM)
O -0.5081 0.9283 -0.2784  -0.40
H -0.7075 0.1680 0.3621  -0.03
C -2.8748 1.0905 -5.0448  -0.12
O -4.0071 0.7887 -4.2443  -0.21
C -3.6462 0.4455 -2.8660  -0.16
C -3.4912 1.7249 -2.0848  -0.25
N -3.2427 1.3710 -0.7626  -0.09
C -3.4784 2.5235 0.1632  -0.16
C -2.9395 2.0444 1.4990  -0.16
O -3.7103 2.8433 2.5086  -0.22
C -3.1815 4.1610 2.7736  -0.08
H -3.1465 1.1722 -6.1440  0.09
H -2.1938 0.3118 -4.8111  0.04
H -2.4930 2.2251 -4.8354  0.13
H -2.8345 -0.1982 -2.7973  0.07
H -4.3136 -0.2677 -2.3754  0.12
H -4.2595 2.3660 -2.3259  0.11
H -2.5900 2.1880 -2.0892  0.08
H -2.1999 1.4639 -0.7777  0.05
H -4.5391 2.4563 0.4698  0.14
H -3.0487 3.2928 -0.3089  0.07
H -1.9783 2.3239 1.7774  0.06
H -2.9327 0.9331 1.4330  0.11
H -2.0940 4.0561 2.9863  0.09
H -3.5981 4.6226 3.4652  -0.01
H -3.2487 4.7954 1.8681  0.10
C -2.5892 -1.9539 0.5452  -0.13
O -2.0377 -3.2297 0.8551  -0.18
C -0.7297 -3.2999 1.4003  -0.25
C -0.4835 -4.6492 1.8871  -0.16
N 0.6412 -4.6757 2.9365  -0.04
C 0.8041 -5.9335 3.5218  -0.24
C 2.2862 -6.0439 4.0041  -0.13
O 2.7451 -7.3938 4.3358  -0.21
C 4.0142 -7.6767 4.7853  -0.16
H -3.5532 -1.7722 -0.0630  0.11
H -2.0248 -1.1934 0.0116  0.03
H -2.6831 -1.3181 1.4312  0.07
H -0.6494 -2.4395 2.1179  0.14
H 0.0176 -3.0132 0.6606  0.11
H -0.2337 -5.3545 0.9596  0.16
H -1.2992 -5.2487 2.3502  0.12
H 0.3895 -4.1574 3.6797  0.06
H 0.4488 -6.7842 2.9200  0.13
H 0.2273 -6.1228 4.2820  0.06
H 2.4128 -5.3820 4.8180  0.10
H 3.0591 -5.7809 3.2323  0.13
H 4.2796 -7.1601 5.8198  0.13
H 4.6114 -7.5277 4.0225  0.02
H 4.3253 -8.6922 5.0155  0.08
C -1.2964 -2.8414 -4.1068  -0.10
O 0.0709 -2.7170 -3.6014  -0.18
C 0.2607 -1.5189 -2.8549  -0.23
C 1.4779 -1.6942 -2.0046  -0.27
N 1.7170 -0.4185 -1.4991  -0.05
C 2.8503 -0.4077 -0.5146  -0.16
C 3.2122 0.9548 0.0070  -0.19
O 4.2809 0.6941 0.9506  -0.26
C 4.9539 1.9149 1.3926  -0.09
H -1.7730 -2.1127 -4.9574  0.12
H -2.1034 -2.7305 -3.3845  0.06
H -1.2540 -3.8468 -4.4310  0.06
H -0.5513 -1.4728 -2.1321  0.11
H 0.2079 -0.6990 -3.4588  0.07
H 2.5143 -1.9561 -2.5528  0.16
H 1.2131 -2.5360 -1.3095  0.12
H 0.8655 -0.2863 -1.0349  0.02
H 3.6861 -0.7478 -1.0162  0.08
H 2.7197 -1.0417 0.3997  0.13
H 2.5848 1.3287 0.9084  0.14
H 3.5784 1.6289 -0.6768  0.09
H 4.3566 2.8870 1.5358  0.09
H 5.5069 2.1250 0.5048  0.06
H 5.4636 1.6542 2.3203  0.08
C 1.4676 4.4235 4.1861  -0.15
O 0.8094 4.6376 2.9862  -0.18
C 1.1217 3.7414 1.9487  -0.24
C 0.3657 4.1538 0.5918  -0.19
N 0.8173 3.3318 -0.5030  -0.09
C 0.2850 3.7430 -1.7670  -0.22
C 0.5590 2.6707 -2.7983  -0.23
O 0.2614 3.0161 -4.1277  -0.19
C 0.5967 2.0310 -5.0658  -0.13
H 2.5972 4.6709 4.3405  0.11
H 1.5047 3.3802 4.4128  0.07
H 1.0946 5.0469 4.9034  0.04
H 0.8828 2.5686 2.1520  0.15
H 2.2291 3.6375 1.5862  0.11
H 0.6032 5.2486 0.3919  0.13
H -0.7919 3.8144 0.7305  0.13
H 0.3890 2.3841 -0.4964  0.04
H 0.7493 4.6372 -2.1132  0.11
H -0.8202 3.8291 -1.7789  0.12
H -0.0100 1.8319 -2.6617  0.08
H 1.5242 2.5372 -2.6550  0.07
H 0.4044 2.5609 -5.9816  0.08
H 0.2830 1.0171 -4.8528  0.05
H 1.8132 1.8994 -5.0021  0.13

=====

[2]
C24H62ClI2O20P5Si as an isolated structure in a non-equilibrium geometry, computed with ωB97M-V/def2-TZVPD.

Max |F| (eV Å⁻¹): 8.398
Frontier orbital gap (eV): 6.8719
Lowest unoccupied orbital energy (Eh): -0.08154

Each line ends with the Löwdin charge.
CARTESIAN COORDINATES (ANGSTROEM)
C 6.3922 -1.5177 0.3381  -0.10
C 4.8905 -1.1384 0.3255  -0.27
C 4.5962 0.3521 -0.0329  -0.19
C 3.1298 0.4652 -0.5587  -0.22
C 2.0601 0.5180 0.5588  -0.25
C 1.7765 -0.8438 1.2897  -0.35
Si -0.0518 -1.3062 1.3459  0.26
Cl -0.2653 -2.7778 2.8529  0.26
C -0.5270 -2.2020 -0.2712  -0.86
I 0.9709 -2.7684 -1.6900  0.83
C -1.8062 -2.4681 -0.5015  -0.86
C -2.9271 -2.0554 0.4563  -0.18
I -2.4142 -3.5240 -2.2795  0.81
H 6.8028 -1.2285 1.3195  0.07
H 6.9609 -1.1137 -0.5088  0.07
H 6.4448 -2.6216 0.3196  0.06
H 4.5035 -1.2991 1.3488  0.10
H 4.2784 -1.7705 -0.3387  0.09
H 5.2612 0.6392 -0.8658  0.10
H 4.7813 1.0186 0.8220  0.11
H 2.8618 -0.3550 -1.2404  0.05
H 3.0578 1.3983 -1.1474  0.09
H 1.1048 0.8323 0.0847  0.09
H 2.2663 1.2936 1.3161  0.11
H 2.1233 -0.7326 2.3338  0.07
H 2.2850 -1.7058 0.8290  0.02
H -0.9414 -0.1600 1.5558  0.00
H -3.8766 -2.1680 -0.0890  0.05
H -2.9157 -2.7363 1.3228  0.07
H -2.8601 -1.0038 0.7677  0.06
C -6.2016 -4.2260 -1.9802  -0.15
O -7.1259 -3.4282 -1.2184  -0.25
P -8.4285 -2.7753 -2.0909  0.67
O -7.7388 -1.4651 -2.3775  -0.26
O -9.3465 -2.7428 -0.7459  -0.32
C -8.8709 -2.0574 0.4099  -0.10
O -9.7671 -2.5187 -3.0590  -0.29
C -10.4342 -1.2715 -2.9271  -0.12
H -5.4050 -4.5543 -1.3173  0.05
H -6.7081 -5.1036 -2.3842  0.08
H -5.7722 -3.6378 -2.7934  0.06
H -8.2398 -1.2094 0.1411  0.09
H -8.3148 -2.7451 1.0485  0.09
H -9.7372 -1.6916 0.9614  0.09
H -9.8217 -0.4660 -3.3292  0.09
H -10.6955 -1.0660 -1.8889  0.09
H -11.3523 -1.3345 -3.5113  0.09
C 7.4692 4.3422 -3.9369  -0.12
O 6.7775 5.3224 -3.1459  -0.24
P 5.2762 4.8371 -2.5240  0.65
O 4.4318 5.3817 -3.6438  -0.26
O 5.4206 5.8751 -1.2840  -0.28
C 5.5965 7.2633 -1.5542  -0.11
O 4.1141 3.9641 -1.7079  -0.29
C 2.8785 4.6071 -1.4337  -0.11
H 8.3942 4.7866 -4.2980  0.09
H 7.7126 3.4695 -3.3299  0.08
H 6.8580 4.0413 -4.7907  0.09
H 5.1010 7.5620 -2.4793  0.09
H 6.6604 7.4950 -1.6120  0.09
H 5.1634 7.8264 -0.7278  0.08
H 2.3096 4.7509 -2.3514  0.09
H 3.0286 5.5610 -0.9280  0.09
H 2.3120 3.9480 -0.7745  0.08
C 9.3433 -7.0603 -2.6404  -0.12
O 9.6593 -7.2347 -1.2495  -0.24
P 8.8171 -6.2297 -0.1739  0.65
O 9.8449 -5.1331 -0.1103  -0.26
O 8.9726 -7.3265 1.0133  -0.28
C 10.2750 -7.7534 1.4009  -0.11
O 7.5664 -5.4773 0.6310  -0.29
C 7.8774 -4.8493 1.8656  -0.13
H 9.9692 -7.7359 -3.2194  0.09
H 8.2970 -7.3065 -2.8243  0.08
H 9.5423 -6.0319 -2.9502  0.09
H 11.0127 -6.9610 1.2662  0.09
H 10.5658 -8.6321 0.8247  0.08
H 10.2373 -8.0242 2.4556  0.09
H 8.4851 -3.9600 1.7023  0.08
H 8.3844 -5.5333 2.5460  0.09
H 6.9377 -4.5406 2.3244  0.09
C 2.7550 11.1853 3.7099  -0.12
O 2.1588 11.3748 2.4160  -0.24
P 3.2255 11.3086 1.0993  0.65
O 3.4966 12.7857 1.0111  -0.26
O 2.0264 10.8301 0.1141  -0.28
C 0.8694 11.6497 -0.0244  -0.11
O 4.3770 10.7571 0.0284  -0.29
C 4.4775 11.3916 -1.2361  -0.12
H 1.9750 11.2819 4.4619  0.09
H 3.1917 10.1887 3.7829  0.08
H 3.5230 11.9408 3.8897  0.09
H 1.1110 12.7068 0.0965  0.09
H 0.1154 11.3561 0.7061  0.08
H 0.4669 11.4922 -1.0244  0.09
H 4.8779 12.3995 -1.1350  0.09
H 3.5152 11.4190 -1.7474  0.09
H 5.1722 10.8064 -1.8392  0.09
C -11.0961 -5.2704 -0.1638  -0.11
O -12.1449 -5.5632 0.7794  -0.24
P -11.6313 -5.9442 2.3469  0.65
O -11.5896 -7.4375 2.1676  -0.27
O -13.0359 -5.4104 2.9654  -0.28
C -14.2575 -5.9912 2.5201  -0.11
O -10.8872 -5.8279 3.8344  -0.28
C -11.3531 -6.6929 4.8592  -0.12
H -11.5492 -5.0727 -1.1333  0.09
H -10.5450 -4.3908 0.1505  0.05
H -10.4170 -6.1232 -0.2506  0.09
H -14.1254 -7.0381 2.2428  0.09
H -14.6491 -5.4299 1.6714  0.08
H -14.9738 -5.9312 3.3390  0.09
H -11.0716 -7.7236 4.6478  0.09
H -12.4327 -6.6144 4.9872  0.09
H -10.8690 -6.3842 5.7858  0.09

=====

[3]
A 9-piece molecular cluster, C24H62O12 overall in a non-equilibrium geometry, computed with ωB97M-V/def2-TZVPD.

Max |F| (eV Å⁻¹): 1.453
Energy above the lowest of the compared OMol25 structures with the same formula, charge and spin (eV): 0.000
SMILES: C1CCOC1.C1CCOC1.COCCOC.COCCOC.COCCOC.CO.CO.CO.CO
Frontier orbital gap (eV): 9.8176
Lowest unoccupied orbital energy (Eh): 0.02423

Each line ends with the Löwdin charge.
CARTESIAN COORDINATES (ANGSTROEM)
C 7.4349 10.7354 -11.6799  -0.17
C 7.4170 9.7765 -12.8628  -0.18
C 7.7282 10.6877 -14.0332  -0.21
O 8.6811 11.5815 -13.4962  -0.14
C 8.4766 11.7901 -12.0852  -0.16
H 7.6865 10.1821 -10.7705  0.08
H 6.4171 11.0798 -11.4777  0.11
H 6.5220 9.1716 -13.0098  0.10
H 8.2677 9.1006 -12.7225  0.10
H 6.7822 11.1380 -14.3618  0.12
H 8.1802 10.1530 -14.8661  0.12
H 8.0759 12.7976 -11.9593  0.11
H 9.4326 11.6809 -11.5791  0.11
C 0.5262 7.8551 -9.0232  -0.16
C 1.5675 7.4149 -10.0440  -0.17
C 2.8640 7.7367 -9.3153  -0.19
O 2.5843 7.3391 -7.9742  -0.15
C 1.2102 7.5048 -7.6848  -0.21
H -0.4598 7.4007 -9.0927  0.11
H 0.3942 8.9392 -9.0557  0.11
H 1.4889 7.9178 -11.0138  0.12
H 1.4847 6.3654 -10.3360  0.09
H 3.0816 8.8123 -9.3453  0.13
H 3.7601 7.2284 -9.6716  0.08
H 1.0812 8.2728 -6.9188  0.11
H 0.7962 6.5614 -7.3149  0.11
C 2.4636 4.6377 -12.1833  -0.10
O 2.4480 5.6409 -13.1854  -0.19
C 3.4531 6.6171 -13.0343  -0.20
C 4.8387 6.2272 -13.5117  -0.21
O 4.9248 6.0560 -14.9128  -0.17
C 4.5817 4.7520 -15.3214  -0.11
H 1.4287 4.3494 -11.9924  0.09
H 2.8750 5.0294 -11.2495  0.08
H 3.0061 3.7667 -12.5575  0.09
H 3.5195 6.9167 -11.9825  0.09
H 3.1412 7.4804 -13.6210  0.13
H 5.2971 5.3737 -12.9956  0.12
H 5.5201 7.0503 -13.2720  0.11
H 4.6578 4.6825 -16.4038  0.09
H 3.5624 4.4555 -15.0569  0.08
H 5.2598 4.0336 -14.8454  0.08
C 6.2581 7.1132 -5.7025  -0.09
O 5.8134 5.7967 -5.4025  -0.18
C 4.5597 5.5096 -5.9920  -0.21
C 4.2520 4.0621 -5.7006  -0.18
O 5.1697 3.2879 -6.4584  -0.21
C 5.1796 1.9354 -6.0781  -0.10
H 5.4759 7.8323 -5.4466  0.09
H 6.5411 7.1346 -6.7582  0.07
H 7.1506 7.2896 -5.1071  0.09
H 4.5777 5.6329 -7.0783  0.12
H 3.8294 6.1765 -5.5268  0.13
H 3.2475 3.8589 -6.0998  0.13
H 4.1872 3.7843 -4.6467  0.13
H 5.9872 1.4433 -6.6091  0.09
H 4.2187 1.4117 -6.1641  0.09
H 5.3532 1.8367 -4.9955  0.09
C 8.5673 5.4924 -12.8192  -0.08
O 9.9112 5.7867 -12.5267  -0.21
C 10.7533 5.7911 -13.6597  -0.20
C 12.1832 5.5148 -13.2606  -0.22
O 12.5566 6.4263 -12.2664  -0.18
C 13.9617 6.4867 -12.0932  -0.09
H 8.0118 5.4923 -11.8800  0.08
H 8.4211 4.5467 -13.3460  0.10
H 8.1144 6.3084 -13.3990  0.09
H 10.6472 6.7411 -14.2008  0.13
H 10.4250 5.0464 -14.3945  0.13
H 12.8142 5.5675 -14.1531  0.13
H 12.1852 4.4911 -12.8658  0.13
H 14.3673 6.8247 -13.0535  0.09
H 14.4364 5.5244 -11.8750  0.09
H 14.2097 7.1669 -11.2861  0.09
C 6.4242 7.6025 -10.0595  -0.12
O 5.6281 6.4112 -10.2395  -0.17
H 5.9058 8.4870 -10.4276  0.07
H 6.6179 7.7526 -8.9953  0.06
H 7.3600 7.4534 -10.6039  0.06
H 6.0999 5.7695 -9.6702  0.04
C 10.6015 8.7349 -10.8302  -0.14
O 10.0295 7.5300 -10.3615  -0.14
H 10.1544 9.5676 -10.2794  0.07
H 11.6778 8.8035 -10.6497  0.08
H 10.3898 8.8715 -11.8935  0.08
H 10.1156 6.8632 -11.0655  0.05
C 7.8219 3.9135 -8.7246  -0.12
O 6.7703 4.7452 -8.2736  -0.14
H 7.4257 3.1083 -9.3588  0.08
H 8.5410 4.5088 -9.2739  0.08
H 8.2591 3.3513 -7.8942  0.08
H 6.1067 4.2424 -7.7712  0.06
C 8.4966 9.4268 -7.4655  -0.16
O 9.2310 8.2226 -7.6536  -0.12
H 9.0979 10.3306 -7.5864  0.07
H 7.6812 9.4329 -8.1982  0.06
H 8.0607 9.3892 -6.4700  0.07
H 9.3757 8.0974 -8.6022  0.02

=====

[4]
C24H63Mn2N4O19S4 as an isolated structure in a non-equilibrium geometry, computed with ωB97M-V/def2-TZVPD.

Max |F| (eV Å⁻¹): 2.948
Energy above the lowest of the compared OMol25 structures with the same formula, charge and spin (eV): 4.879
Multiplicity: 11
Frontier orbital gap (spin up / spin down) (eV): 4.7187 / 4.6662
Lowest unoccupied orbital energy (spin up / spin down) (Eh): -0.18966 / -0.19159
Net charge: +1
<S²>: 30.007

Each line ends with the Mulliken spin population.
CARTESIAN COORDINATES (ANGSTROEM)
Mn 20.2634 19.1267 -13.2639  4.86
Mn 18.6888 15.9295 -13.2725  4.87
N 17.2573 18.7278 -14.0855  0.00
O 18.3612 19.3536 -14.0466  0.05
O 16.2133 19.2718 -14.2527  0.02
O 17.3549 17.4594 -13.9324  0.03
N 20.8215 17.0069 -15.5522  0.02
O 20.8483 18.1737 -15.0330  0.00
O 19.9880 16.1862 -15.0936  -0.02
O 21.6460 16.6914 -16.3747  0.00
O 19.8786 17.3311 -12.4236  0.11
H 20.3236 17.1006 -11.6040  0.01
C 26.9599 19.9992 -18.1823  0.00
C 25.8252 19.3424 -18.9633  0.00
N 24.6058 20.1296 -19.1598  0.00
C 23.8296 19.4719 -20.2180  0.00
C 22.6283 20.2911 -20.6698  0.00
C 23.9369 20.3650 -17.9090  0.00
C 23.6238 19.1073 -17.0375  0.00
H 27.1505 21.0456 -18.4252  0.00
H 27.8715 19.4618 -18.4380  0.00
H 26.7076 19.9962 -17.1192  0.00
H 26.2248 19.1146 -19.9568  0.00
H 25.6033 18.3202 -18.6217  0.00
H 24.5053 19.3024 -21.0549  0.00
H 23.4680 18.4751 -19.9153  0.00
H 21.9951 20.5551 -19.8232  0.00
H 22.9271 21.2203 -21.1526  0.00
H 22.0682 19.6562 -21.3566  0.00
H 22.9732 20.8388 -18.0969  0.00
H 24.5693 21.0643 -17.3583  0.00
H 22.7392 19.1757 -16.4119  0.00
H 24.5039 18.8244 -16.4455  0.00
H 23.5515 18.1706 -17.5984  0.00
C 28.3201 17.8377 -15.5736  0.00
C 27.3016 16.9457 -16.2705  0.00
N 26.8270 15.7251 -15.6378  0.00
C 26.1369 14.8889 -16.6121  0.00
C 24.8575 15.5815 -17.1300  0.00
C 27.8698 14.9599 -14.9591  0.00
C 29.0651 14.5742 -15.8364  0.00
H 27.7945 18.5754 -14.9646  0.00
H 28.8987 18.3519 -16.3403  0.00
H 29.0681 17.3983 -14.9132  0.00
H 26.4576 17.6024 -16.4921  0.00
H 27.7053 16.6791 -17.2626  0.00
H 26.7362 14.6158 -17.4920  0.00
H 25.8862 13.9580 -16.0996  0.00
H 24.2249 15.8433 -16.2817  0.00
H 25.0560 16.4250 -17.7840  0.00
H 24.3141 14.8430 -17.7268  0.00
H 27.4777 14.0361 -14.5275  0.00
H 28.2777 15.4841 -14.0925  0.00
H 29.7794 14.0544 -15.1850  0.00
H 29.6433 15.3922 -16.2659  0.00
H 28.8855 13.8540 -16.6362  0.00
O 17.3779 13.1136 -19.6743  0.00
S 17.7772 14.2782 -18.9487  0.00
O 18.5620 15.2946 -19.6097  0.00
O 16.4111 14.9519 -18.3753  0.00
C 16.5171 16.3084 -17.9087  0.00
C 15.4290 16.5456 -16.8837  0.00
C 18.5825 13.8656 -17.3674  -0.01
H 16.4794 17.0082 -18.7443  0.00
H 17.4707 16.4455 -17.3872  0.00
H 15.5456 15.8177 -16.0764  0.00
H 14.4192 16.4308 -17.2727  0.00
H 15.5535 17.5449 -16.4666  0.00
H 19.3703 13.1336 -17.5266  0.00
H 17.8107 13.4247 -16.7374  0.00
H 18.9507 14.7909 -16.9308  0.01
O 24.1842 15.9848 -21.2442  0.00
S 22.7561 16.0245 -21.2776  0.00
O 22.0672 17.1098 -21.9114  0.00
O 22.2634 14.6283 -21.9488  0.00
C 20.8851 14.4062 -22.1756  0.00
C 20.5128 13.0429 -21.5782  0.00
C 22.0647 15.8099 -19.5958  0.00
H 20.6904 14.3549 -23.2497  0.00
H 20.2710 15.2243 -21.7910  0.00
H 19.5326 12.6629 -21.8569  0.00
H 20.4614 13.0830 -20.4845  0.00
H 21.3384 12.3778 -21.8271  0.00
H 22.5248 16.6369 -19.0597  0.00
H 22.2974 14.8352 -19.1826  0.00
H 20.9953 15.9152 -19.7634  0.00
O 17.2301 19.0379 -20.5971  0.00
S 18.3514 19.7967 -21.1162  0.00
O 18.1467 21.1578 -21.5086  0.00
O 19.5326 19.7584 -20.0074  0.00
C 19.5953 18.5901 -19.1920  0.00
C 19.0643 18.8859 -17.8098  0.00
C 19.1693 18.9088 -22.4830  0.00
H 20.6371 18.2679 -19.1294  0.00
H 19.0352 17.7604 -19.6277  0.00
H 19.1741 17.9788 -17.2123  0.00
H 18.0169 19.1906 -17.8519  0.00
H 19.6097 19.7150 -17.3560  0.00
H 18.4582 18.9536 -23.3041  0.00
H 19.4949 17.9190 -22.1806  0.00
H 20.0345 19.5126 -22.7524  0.00
O 21.1183 12.7570 -11.0577  0.00
S 20.6394 13.0849 -12.3600  0.00
O 20.0784 14.4001 -12.6396  0.02
O 21.8619 12.7738 -13.3440  0.00
C 21.6907 13.0446 -14.7624  0.00
C 23.0233 12.8679 -15.4421  0.00
C 19.4380 11.8675 -12.9316  0.00
H 21.3655 14.0795 -14.9025  0.00
H 20.9566 12.3463 -15.1650  0.00
H 22.9432 12.9935 -16.5192  0.00
H 23.3381 11.8268 -15.3010  0.00
H 23.8355 13.4293 -14.9850  0.00
H 19.1349 12.2522 -13.9064  0.00
H 18.5793 11.8350 -12.2688  0.00
H 19.9661 10.9334 -13.0941  0.00